DFT (wB97M-V/def2-TZVPD) results for a cluster of 15 separate species, C5H40NO15 in total at a distorted geometry.

Atoms and positions in Å:
C (0.585, -1.546, -1.109)
O (-0.326, -2.655, -0.963)
C (-0.166, -0.202, -0.977)
C (0.288, 0.745, -2.135)
C (1.761, 1.139, -2.097)
C (-0.666, 1.921, -2.257)
N (-0.080, 0.258, 0.393)
H (1.374, -1.626, -0.325)
H (1.022, -1.565, -2.117)
H (-1.251, -0.359, -1.138)
H (0.088, 0.033, -2.964)
H (2.075, 1.771, -2.952)
H (2.010, 1.666, -1.185)
H (2.337, 0.221, -2.062)
H (-1.730, 1.708, -2.159)
H (-0.786, 2.337, -3.282)
H (-0.466, 2.835, -1.698)
H (-0.460, 1.182, 0.658)
H (0.885, 0.223, 0.698)
H (1.940, -0.729, 2.471)
H (2.034, -1.575, 3.839)
O (1.504, -0.959, 3.340)
H (-3.802, -0.340, -1.079)
H (-4.340, -1.096, 0.061)
O (-4.560, -0.910, -0.888)
H (0.968, 0.863, 3.408)
H (1.729, 1.802, 2.626)
O (0.935, 1.827, 3.233)
H (-2.974, -1.201, 2.315)
H (-3.172, -0.066, 1.246)
O (-3.593, -0.839, 1.660)
H (-0.942, -2.446, -0.256)
H (2.622, -3.368, -0.987)
O (3.447, -2.849, -0.959)
H (-0.477, 3.594, 1.286)
H (-0.300, 2.488, 2.325)
O (-0.940, 2.818, 1.629)
H (3.918, 1.828, 1.712)
H (2.806, 0.523, 1.162)
O (3.021, 1.618, 1.403)
H (-2.373, -2.212, -2.906)
H (-3.565, -1.598, -2.208)
O (-3.096, -1.580, -3.074)
H (-0.024, 1.248, -4.859)
H (1.339, 1.663, -4.575)
O (0.629, 1.879, -5.194)
H (0.790, -4.002, 1.465)
H (0.054, -2.831, 2.288)
O (0.611, -3.652, 2.355)
H (-0.772, -1.031, 1.532)
H (-0.367, -1.409, 3.119)
O (-1.002, -1.499, 2.386)
H (2.306, 3.275, 0.680)
H (1.037, 3.013, -0.131)
O (1.517, 3.719, 0.314)
H (3.243, -2.248, -0.217)
H (3.551, -0.993, 1.060)
O (2.607, -0.770, 1.004)
H (-3.564, 1.992, 0.534)
H (-2.066, 1.800, 0.498)
O (-2.893, 1.449, 0.104)

Results
* relative energy (zero: lowest compared OMol25 entry of this formula, charge and spin): 1.622 eV
* HOMO energy: -0.252 Eh
* net charge: -1

Atomic partial charges in e from the Löwdin method, atoms 1 to 2:
1. C -0.201
2. O -0.070

***

DFT (wB97M-V/def2-TZVPD) results for a cluster of 14 separate species, C5H41N3O13 in total at a distorted geometry.

Atoms and positions in Å:
C (-2.826, -0.071, -0.210)
N (-1.570, 0.829, -0.337)
C (-0.687, 0.374, -1.526)
C (0.623, 1.133, -1.407)
C (1.836, 0.787, -2.264)
N (2.445, -0.462, -1.795)
C (-3.137, -0.482, 1.158)
N (-2.325, -1.321, 2.003)
H (-3.658, 0.564, -0.637)
H (-2.780, -1.014, -0.838)
H (-1.063, 0.746, 0.583)
H (-0.493, -0.765, -1.646)
H (-1.358, 0.615, -2.375)
H (0.438, 2.309, -1.638)
H (0.925, 1.103, -0.349)
H (2.674, 1.516, -2.243)
H (1.655, 0.783, -3.355)
H (1.933, -1.089, -1.177)
H (2.651, -1.012, -2.579)
H (-3.306, 0.341, 1.782)
H (-3.954, -1.131, 0.939)
H (-1.699, -1.914, 1.323)
H (-1.625, -0.912, 2.632)
H (-0.409, -0.502, -4.961)
H (1.024, -1.047, -4.502)
O (0.273, -1.218, -5.088)
H (2.795, -4.273, 0.241)
H (1.782, -3.210, 0.395)
O (1.998, -4.096, 0.772)
H (-3.131, 4.140, -1.591)
H (-2.123, 3.025, -1.629)
O (-2.163, 3.961, -1.694)
H (1.972, 2.834, 3.164)
H (3.343, 3.083, 2.637)
O (2.875, 2.599, 3.409)
H (-1.518, 2.553, 1.181)
H (-1.727, 3.521, -0.015)
O (-1.360, 3.462, 0.888)
H (-3.426, -2.955, -0.260)
H (-2.454, -4.285, -0.058)
O (-2.908, -3.624, -0.732)
H (3.040, 2.061, 0.635)
H (3.905, 1.116, 1.352)
O (3.857, 1.990, 1.101)
H (-1.589, -2.833, -1.412)
H (-1.280, -3.148, -2.724)
O (-0.792, -2.823, -1.959)
H (-0.206, -4.783, 1.385)
H (-0.478, -5.010, -0.127)
O (-0.879, -4.846, 0.780)
H (-1.065, 1.224, 3.147)
H (0.380, 0.868, 2.916)
O (-0.378, 1.352, 2.441)
H (2.683, 1.082, 2.620)
H (3.358, -0.483, 3.093)
O (2.599, 0.053, 2.758)
H (1.902, -0.501, 0.491)
H (1.077, -0.617, 1.748)
O (1.310, -1.111, 0.977)
H (0.418, 3.377, 0.594)
H (1.349, 4.518, 1.094)
O (1.246, 3.618, 0.889)

Results
* spin multiplicity: 2
* relative energy (zero: lowest compared OMol25 entry of this formula, charge and spin): 5.582 eV
* HOMO energy (spin up / spin down): -0.468 / -0.465 Eh
* net charge: +1

Atomic partial charges in e from the Löwdin method, atoms 1 to 2:
1. C -0.126
2. N 0.161

***

DFT (wB97M-V/def2-TZVPD) results for a cluster of 16 separate species, C5H42O15 in total at a distorted geometry.

Atoms and positions in Å:
C (-0.764, 1.368, 3.000)
C (0.218, 1.070, 1.863)
C (-0.400, 0.212, 0.719)
C (0.217, 0.590, -0.644)
C (1.747, 0.750, -0.655)
H (-0.405, 1.991, 3.819)
H (-1.217, 0.467, 3.406)
H (-1.620, 1.959, 2.634)
H (0.988, 0.434, 2.271)
H (0.556, 2.006, 1.427)
H (-0.069, -0.808, 0.952)
H (-1.486, 0.305, 0.748)
H (-0.159, -0.247, -1.233)
H (-0.131, 1.549, -1.012)
H (2.076, 1.785, -0.727)
H (2.305, 0.346, 0.182)
H (2.191, 0.044, -1.367)
H (-0.439, -1.571, 3.013)
H (-0.596, -2.719, 3.895)
O (-0.769, -2.487, 2.975)
H (-2.107, 1.372, -2.790)
H (-1.735, 2.818, -3.206)
O (-2.101, 2.310, -2.516)
H (0.598, -1.286, -3.004)
H (0.443, 0.192, -3.074)
O (1.064, -0.502, -3.298)
H (-2.344, -0.623, -4.063)
H (-1.939, -1.074, -2.622)
O (-1.879, -0.362, -3.271)
H (-0.405, -2.736, -2.375)
H (-1.246, -3.691, -1.722)
O (-1.327, -3.017, -2.406)
H (-0.248, -3.118, 1.206)
H (-1.041, -4.318, 0.651)
O (-0.246, -3.811, 0.523)
H (3.672, -0.445, 3.372)
H (2.943, -0.506, 2.095)
O (2.947, -0.917, 2.962)
H (-1.396, 3.086, -0.702)
H (-0.932, 4.447, 0.044)
O (-0.812, 3.505, -0.085)
H (3.012, 2.358, 0.935)
H (3.332, 2.475, 2.380)
O (3.335, 1.827, 1.670)
H (1.043, 3.694, 0.010)
H (1.842, 4.422, -0.994)
O (1.768, 4.345, -0.035)
H (-3.170, -2.004, 1.080)
H (-2.404, -2.906, 1.951)
O (-2.631, -2.805, 1.015)
H (0.511, 2.054, -3.967)
H (1.847, 2.082, -3.443)
O (1.200, 2.704, -3.802)
H (0.837, 0.289, 4.824)
H (1.677, -0.774, 3.952)
O (0.849, -0.601, 4.473)
H (1.049, -3.700, -0.880)
H (2.092, -2.686, -1.315)
O (1.396, -3.246, -1.671)
H (-3.200, -0.023, -1.048)
H (-4.585, -0.551, -0.510)
O (-3.640, -0.537, -0.369)

Results
* relative energy (zero: lowest compared OMol25 entry of this formula, charge and spin): 0.667 eV
* HOMO energy: -0.387 Eh

Atomic partial charges in e from the Löwdin method, atoms 1 to 2:
1. C -0.112
2. C -0.251

***

DFT (wB97M-V/def2-TZVPD) results for a structure of composition C5H4As2BrF20NaO at a distorted geometry.

Atoms and positions in Å:
Na (0.592, -0.408, 0.782)
As (5.951, -0.906, 2.801)
F (6.398, -2.706, 2.992)
F (7.134, -0.796, 1.474)
F (5.541, 0.841, 2.728)
F (4.765, -1.069, 4.198)
F (7.228, -0.680, 4.062)
F (4.669, -1.386, 1.606)
As (0.765, -5.373, 3.645)
F (-0.977, -5.170, 3.982)
F (0.533, -6.691, 2.491)
F (2.535, -5.559, 3.422)
F (1.150, -4.113, 4.828)
F (0.904, -6.598, 4.991)
F (0.766, -4.174, 2.265)
Br (-0.183, 1.003, 4.844)
C (-2.778, 3.064, -3.457)
C (-1.451, 3.609, -3.764)
C (-0.166, 2.794, -3.473)
F (0.009, 2.618, -2.172)
F (-0.210, 1.601, -3.976)
F (-1.420, 3.900, -5.095)
F (-1.328, 4.809, -3.209)
O (-2.868, 2.609, -2.084)
C (-3.567, 1.413, -1.726)
C (-5.091, 1.625, -1.904)
F (-5.401, 1.870, -3.127)
F (-5.878, 0.642, -1.328)
F (-3.054, 0.428, -2.451)
F (-3.328, 1.068, -0.513)
H (-2.996, 2.169, -4.039)
H (-3.590, 3.746, -3.706)
H (0.747, 3.320, -3.754)
H (-5.399, 2.501, -1.332)

Results
* relative energy (zero: lowest compared OMol25 entry of this formula, charge and spin): 4.149 eV
* HOMO energy: -0.089 Eh
* net charge: -2

Atomic partial charges in e from the Löwdin method, atoms 1 to 2:
1. Na 0.821
2. As 0.949

***

DFT (wB97M-V/def2-TZVPD) results for the molecule C5H4Br2Cl2 at a distorted geometry.

Atoms and positions in Å:
Cl (1.732, -0.151, 0.980)
C (2.241, 1.265, 0.190)
C (1.045, 2.074, -0.433)
Cl (0.867, 3.752, 0.363)
C (0.016, 1.622, -1.102)
C (-0.235, 0.712, -2.269)
C (-1.075, 2.042, -2.096)
Br (-2.783, 1.417, -1.103)
Br (-1.279, 3.741, -2.793)
H (2.995, 1.044, -0.549)
H (2.801, 1.789, 1.039)
H (0.705, 0.582, -2.892)
H (-0.754, -0.218, -2.135)

Results
* relative energy (zero: lowest compared OMol25 entry of this formula, charge and spin): 0.000 eV
* structure (SMILES): ClC/C(Cl)=C1\CC1(Br)Br
* HOMO energy: -0.360 Eh

Atomic partial charges in e from the Löwdin method, atoms 1 to 2:
1. Cl 0.627
2. C -0.669